C8H10Cl2O3S | the ωB97M-V functional and the def2-TZVPD basis

```
24
Properties=species:S:1:pos:R:3:forces:R:3:mulliken_charge:R:1
C 0.170 -0.204 1.600 2.22 -1.86 2.42 -1.074
C -2.114 1.336 -0.380 0.49 -1.53 0.04 -0.786
C -1.968 -0.912 -0.677 -1.52 -1.35 -0.24 -0.924
C -0.039 1.090 1.001 1.42 3.12 1.14 -0.490
C -0.558 1.027 -0.352 -2.04 0.55 -0.59 0.254
C -0.508 -0.501 -0.709 -0.67 1.43 2.46 -0.599
C 0.338 -1.114 0.426 -0.61 -0.79 -2.48 -0.049
C 2.657 0.579 -0.148 0.31 0.47 -0.58 0.171
O 2.804 -1.705 1.059 -0.84 0.61 -1.93 -0.634
O 2.181 -1.688 -1.480 -0.17 1.08 2.89 -0.641
O -2.727 0.053 0.035 0.79 1.67 -0.75 -0.448
S 2.091 -1.128 -0.098 0.77 -2.43 -0.30 1.093
Cl 4.051 0.936 0.813 -0.84 -0.10 -0.29 -0.091
Cl 2.641 1.340 -1.718 -0.20 -0.36 0.87 -0.106
H 1.133 -0.276 2.265 -1.92 0.21 -0.85 0.334
H -0.643 -0.700 2.147 -0.25 0.74 0.46 0.371
H -2.360 2.170 0.226 -0.37 0.20 1.57 0.479
H -2.485 1.727 -1.326 0.15 -0.88 -0.77 0.322
H -2.342 -1.097 -1.690 0.05 1.21 -0.56 0.341
H -2.265 -1.944 -0.369 0.81 0.68 1.12 0.384
H 0.289 2.136 1.430 -0.84 -2.46 -0.57 0.283
H -0.090 1.873 -0.853 0.30 -0.57 -1.12 0.448
H -0.163 -0.839 -1.601 1.47 -0.35 -2.83 0.841
H -0.095 -2.159 0.400 1.47 0.71 0.92 0.523
```
Forces are in eV/Å.

orbital gap (spin up / spin down)	9.00 / 6.45	eV
E	-1854.9276	hartree
spin multiplicity	1